# 1
43
Properties=species:S:1:pos:R:3 method="wB97M-V/def2-TZVPD" relative_energy_kj_mol=110.4 homo_lumo_gap_ev=9.8 e_lumo_ha=0.017 smiles="O=C(NCc1cccnc1)C1CCN(S(=O)(=O)c2cccs2)CC1"
O -0.15 -3.07 0.62
C 0.32 -1.95 0.73
N 0.90 -1.52 1.88
C 0.94 -2.32 3.08
C -0.06 -1.84 4.10
C -1.42 -1.85 3.81
C -2.31 -1.38 4.76
C -1.81 -0.91 5.96
N -0.52 -0.89 6.24
C 0.33 -1.34 5.34
C 0.38 -0.94 -0.40
C -0.78 -1.13 -1.38
C -0.76 0.02 -2.39
N 0.59 0.45 -2.70
S 1.03 1.92 -2.02
O 0.39 2.17 -0.76
O 2.45 2.03 -2.09
C 0.30 3.02 -3.20
C -0.70 3.91 -3.00
C -1.04 4.61 -4.18
C -0.28 4.22 -5.24
S 0.86 3.00 -4.82
C 1.59 -0.60 -2.59
C 1.71 -1.12 -1.15
H 1.20 -0.56 1.94
H 0.70 -3.34 2.77
H 1.95 -2.30 3.50
H -1.76 -2.24 2.86
H -3.38 -1.38 4.57
H -2.46 -0.53 6.73
H 1.37 -1.30 5.62
H 0.33 0.07 0.00
H -0.67 -2.10 -1.87
H -1.73 -1.14 -0.84
H -1.28 0.89 -1.99
H -1.24 -0.28 -3.33
H -1.17 4.06 -2.04
H -1.80 5.36 -4.24
H -0.32 4.58 -6.25
H 2.53 -0.17 -2.93
H 1.29 -1.39 -3.28
H 2.50 -0.58 -0.63
H 1.98 -2.18 -1.18



# 2
74
Properties=species:S:1:pos:R:3 method="wB97M-V/def2-TZVPD" spin_multiplicity=3 relative_energy_kj_mol=0.0 charge=+2 homo_lumo_gap_ev="5.3 / 5.2" e_lumo_ha="-0.307 / -0.313"
W 0.30 -0.07 1.07
C -1.13 0.37 2.81
C -1.63 -0.78 2.10
C 0.46 -1.32 2.97
C 0.17 0.05 3.34
C -0.66 -1.84 2.25
C -1.83 1.64 3.17
H -2.81 1.73 2.68
H -1.20 2.50 2.90
H -2.00 1.66 4.26
C 0.99 0.93 4.21
H 0.88 1.98 3.92
H 2.05 0.67 4.12
H 0.70 0.84 5.27
C 1.62 -2.13 3.44
H 1.44 -2.52 4.46
H 2.53 -1.53 3.47
H 1.80 -2.99 2.79
C -0.87 -3.30 2.01
H -0.93 -3.82 2.98
H -0.02 -3.72 1.45
H -1.81 -3.49 1.47
C -3.02 -0.98 1.58
H -3.68 -1.40 2.36
H -3.05 -1.69 0.75
H -3.49 -0.05 1.25
C 0.82 1.66 -2.57
C -0.38 2.24 -2.22
C -1.61 2.12 -3.10
C -1.88 0.74 -3.76
C -1.32 -0.44 -3.06
C -0.13 -1.03 -3.32
C 1.04 -0.43 -4.02
C 1.10 1.12 -3.94
H -1.55 2.89 -3.89
H -1.60 0.75 -4.82
H -2.50 2.40 -2.53
H 0.46 1.54 -4.73
H 1.71 1.79 -1.94
H -0.38 3.29 -1.83
H 2.13 1.40 -4.24
H 1.98 -0.82 -3.63
H -0.08 -2.14 -3.32
H 1.00 -0.77 -5.07
H -2.98 0.61 -3.73
H -2.07 -0.95 -2.45
P -0.30 2.14 0.35
C 0.80 3.52 0.22
C -2.07 2.36 0.15
P 0.34 -2.22 -0.51
C 0.11 -0.50 -0.88
C -1.22 -3.01 -1.11
C 1.76 -2.66 -1.55
H 1.74 3.29 0.73
H 0.33 4.42 0.64
H 1.04 3.65 -0.84
H -2.32 2.03 -0.87
H -2.34 3.42 0.28
H -2.67 1.72 0.80
H 1.89 -2.05 -2.46
H 1.61 -3.72 -1.83
H 2.64 -2.54 -0.91
H 0.96 -0.06 -1.40
H -0.90 -0.04 -0.97
H -1.34 -3.83 -0.40
H -1.09 -3.43 -2.12
H -2.12 -2.37 -1.07
F 3.04 0.50 -0.51
C 2.74 -0.02 0.77
F 3.29 -1.30 0.76
C 3.66 0.80 1.73
F 4.89 1.03 1.20
F 3.08 2.02 1.99
F 3.85 0.15 2.92



# 3
34
Properties=species:S:1:pos:R:3 method="wB97M-V/def2-TZVPD" relative_energy_kj_mol=65.6 homo_lumo_gap_ev=8.9 e_lumo_ha=0.033 smiles="C=CCOc1ccc(CNc2nn[nH]n2)cc1OC"
C 5.05 1.33 -0.74
C 4.93 0.04 -0.96
C 3.68 -0.76 -0.72
O 2.67 0.09 -0.23
C 1.45 -0.45 0.06
C 1.10 -1.78 -0.09
C -0.18 -2.21 0.24
C -1.11 -1.33 0.74
C -2.53 -1.76 1.04
N -3.40 -1.56 -0.11
C -3.81 -0.32 -0.43
N -3.82 0.73 0.43
N -4.35 1.72 -0.21
N -4.64 1.30 -1.41
N -4.33 0.02 -1.61
C -0.76 0.01 0.90
C 0.50 0.47 0.57
O 0.92 1.75 0.68
C 0.01 2.71 1.18
H 5.97 1.85 -0.92
H 4.22 1.90 -0.35
H 5.75 -0.56 -1.34
H 3.37 -1.23 -1.67
H 3.89 -1.56 0.00
H 1.81 -2.49 -0.47
H -0.43 -3.25 0.11
H -2.94 -1.17 1.85
H -2.57 -2.82 1.30
H -3.23 -2.16 -0.91
H -5.07 1.87 -2.12
H -1.51 0.69 1.29
H -0.29 2.48 2.21
H 0.54 3.66 1.16
H -0.88 2.78 0.55



# 4
20
Properties=species:S:1:pos:R:3 method="wB97M-V/def2-TZVPD" relative_energy_kj_mol=92.3 homo_lumo_gap_ev=9.1 e_lumo_ha=0.019
C -0.04 -1.75 1.76
N 1.15 -1.81 0.86
C 1.03 -2.42 -0.24
N -0.17 -2.65 -0.84
H -1.04 -1.47 1.24
H 0.23 -1.03 2.53
H -0.35 -2.67 2.25
H 1.91 -2.69 -0.87
H -1.05 -2.54 -0.37
H -0.13 -3.30 -1.64
C -1.55 2.05 -0.55
C -0.10 1.58 -0.34
S 0.96 2.36 -1.58
S 2.41 3.10 -0.21
H -1.89 1.73 -1.56
H -1.62 3.13 -0.46
H -2.17 1.66 0.25
H 0.03 0.49 -0.46
H 0.22 1.81 0.64
H 2.17 4.41 -0.41



# 5
14
Properties=species:S:1:pos:R:3 method="wB97M-V/def2-TZVPD" relative_energy_kj_mol=84.3 homo_lumo_gap_ev=9.1 e_lumo_ha=0.012 smiles="NC(=O)CCSS"
N 2.54 0.78 -0.53
C 1.63 0.21 0.30
O 1.79 -0.11 1.45
C 0.14 0.54 -0.22
C -0.93 -0.18 0.57
S -2.43 0.14 -0.37
S -3.82 -1.39 0.20
H 3.35 0.21 -0.76
H 2.12 1.27 -1.29
H 0.18 1.63 -0.13
H 0.05 0.31 -1.27
H -0.92 0.12 1.62
H -0.81 -1.26 0.58
H -2.89 -2.28 -0.17



# 6
83
Properties=species:S:1:pos:R:3 method="wB97M-V/def2-TZVPD" charge=-2 homo_lumo_gap_ev=4.9 e_lumo_ha=0.159
Pd -1.64 -0.74 -0.78
S -0.85 3.18 -0.30
P 0.57 1.85 -0.43
C 0.17 0.18 -0.25
P 1.25 -1.07 -0.74
S 0.19 -2.65 -1.27
C 2.24 -1.44 0.75
C 1.64 -2.31 1.67
C 2.21 -2.54 2.90
C 3.38 -1.89 3.25
C 3.95 -0.98 2.38
C 3.38 -0.75 1.14
C 2.42 -0.88 -2.14
C 3.81 -0.87 -2.10
C 4.53 -0.75 -3.28
C 3.89 -0.65 -4.50
C 2.50 -0.70 -4.55
C 1.78 -0.80 -3.38
C 1.46 2.39 -1.94
C 0.85 1.96 -3.12
C 1.30 2.39 -4.35
C 2.34 3.31 -4.42
C 2.91 3.79 -3.25
C 2.46 3.35 -2.01
C 1.66 2.11 1.01
C 3.03 2.29 1.09
C 3.64 2.43 2.33
C 2.89 2.39 3.49
C 1.52 2.18 3.42
C 0.91 2.02 2.19
H 0.72 -2.81 1.39
H 1.73 -3.21 3.60
H 3.85 -2.08 4.21
H 4.83 -0.43 2.66
H 3.82 -0.01 0.49
H 4.33 -1.01 -1.17
H 5.61 -0.73 -3.22
H 4.47 -0.55 -5.41
H 1.99 -0.65 -5.50
H 0.70 -0.88 -3.42
H -0.01 1.29 -3.05
H 0.84 2.03 -5.25
H 2.68 3.68 -5.38
H 3.69 4.53 -3.30
H 2.88 3.76 -1.11
H 3.64 2.30 0.19
H 4.71 2.55 2.38
H 3.37 2.52 4.45
H 0.93 2.13 4.32
H -0.15 1.82 2.12
C -6.32 -1.53 0.72
C -5.52 -0.35 0.17
O -4.33 -0.26 0.90
P -2.94 0.56 0.50
O -2.22 0.64 1.78
Te -3.04 0.38 -2.44
O -3.60 1.99 0.07
C -3.87 2.85 1.16
C -3.93 4.30 0.71
H -7.30 -1.58 0.25
H -6.44 -1.42 1.80
H -5.78 -2.46 0.53
H -6.10 0.57 0.29
H -5.33 -0.47 -0.91
H -3.06 2.73 1.90
H -4.82 2.54 1.63
H -2.98 4.56 0.25
H -4.10 4.94 1.57
H -4.73 4.45 -0.01
C -2.95 -2.72 -0.63
C -2.37 -3.38 0.50
C -1.81 -4.67 0.41
C -1.28 -5.30 1.51
C -1.25 -4.65 2.74
C -1.77 -3.37 2.86
C -2.34 -2.75 1.77
H -3.87 -2.18 -0.43
H -2.93 -3.27 -1.57
H -1.81 -5.15 -0.56
H -0.90 -6.31 1.41
H -0.82 -5.15 3.60
H -1.73 -2.84 3.80
H -2.76 -1.75 1.86



What did we get for largest force on an atom? Answer: 1.159 4.078 1.468 2.730 3.820 3.524 eV Å⁻¹, in the order shown.
What did we get for electronic energy? Answer: -1807.4595 -2225.5000 -890.4526 -1065.4508 -1044.8703 -3836.1689 Ha, in the order shown.